Computed, not measured: the molecule C3H4N2O, with wB97M-V/def2-TZVPD.

Results
LUMO ... 0.81 eV
Highest occupied orbital energy ... -8.51 eV
ΔE to the lowest compared entry with this formula, charge and spin ... 456.4 kJ/mol
E_tot ... -301.31341 a.u.
Frontier orbital gap ... 9.3 eV
SMILES string ... [H]/N=c1/cc[nH]o1

```
10
C3H4N2O (wB97M-V/def2-TZVPD)
H 2.86365 -0.84170 -0.06292
N 2.21862 0.11392 0.01771
C 0.98194 -0.21020 0.01768
C -0.04092 0.94462 -0.17922
C -1.34512 0.45859 -0.03967
N -1.13947 -0.85682 -0.10938
O 0.18447 -1.36368 -0.20663
H 0.13259 1.95104 -0.31364
H -2.27958 0.89009 0.14252
H -1.57618 -1.08586 0.73355
```

Listed below, in e, are the natural (NBO) charges computed for each atom: 0.34 -0.67 0.50 -0.36 -0.02 -0.28 -0.32 0.22 0.23 0.35



Computed, not measured: the molecule C3H4N2O, with wB97M-V/def2-TZVPD.

Results
LUMO ... 0.72 eV
Highest occupied orbital energy ... -9.10 eV
ΔE to the lowest compared entry with this formula, charge and spin ... 157.0 kJ/mol
E_tot ... -301.42742 a.u.
Frontier orbital gap ... 9.8 eV

```
10
C3H4N2O (wB97M-V/def2-TZVPD)
O 0.04503 -2.36512 -0.12978
C -0.00379 -1.16219 -0.03631
N -1.19332 -0.38388 0.20842
C -1.05968 0.93005 0.32986
C 0.37937 1.10684 -0.08276
N 0.96600 -0.21700 -0.11685
H -2.08250 -0.86332 0.26334
H 0.14891 1.49115 -1.09165
H 0.98893 1.85742 0.42385
H 1.92549 -0.45879 -0.30139
```

Listed below, in e, are the natural (NBO) charges computed for each atom: -0.60 0.76 -0.62 0.13 -0.36 -0.62 0.42 0.23 0.23 0.42



Computed, not measured: the molecule C3H4N2O, with wB97M-V/def2-TZVPD.

Results
LUMO ... 0.05 eV
Highest occupied orbital energy ... -10.43 eV
ΔE to the lowest compared entry with this formula, charge and spin ... 223.7 kJ/mol
E_tot ... -301.40204 a.u.
Frontier orbital gap ... 10.5 eV
SMILES string ... N#C[C@H](N)C=O

```
10
C3H4N2O (wB97M-V/def2-TZVPD)
N 2.22914 0.09256 0.54036
C 1.08925 -0.07729 0.63838
C -0.30939 -0.19044 0.21508
N -0.23842 -1.23358 -0.84821
C -0.70387 1.34356 0.06401
O 0.07148 2.18524 -0.29712
H -1.05348 -0.57806 0.92021
H -0.01035 -2.08979 -0.32893
H 0.59399 -1.10216 -1.42868
H -1.66836 1.64996 0.52490
```

Listed below, in e, are the natural (NBO) charges computed for each atom: -0.29 0.23 -0.25 -0.77 0.43 -0.46 0.24 0.37 0.37 0.13



Computed, not measured: a cluster of 2 separate species, C3H4N2O in total, with wB97M-V/def2-TZVPD.

Results
LUMO ... -0.24 eV
Highest occupied orbital energy ... -9.32 eV
ΔE to the lowest compared entry with this formula, charge and spin ... 489.1 kJ/mol
E_tot ... -301.30093 a.u.
Frontier orbital gap ... 9.1 eV

```
10
C3H4N2O (wB97M-V/def2-TZVPD)
N 1.26490 0.63462 0.08229
C 1.30616 -0.61034 0.22616
O 0.20697 -1.40494 -0.09019
C -0.65720 -1.10034 -1.04609
C -2.02021 0.95195 0.44547
N -3.10111 0.63243 0.69449
H 2.14612 1.06103 0.36013
H 2.10724 -1.23383 0.62472
H -0.25015 -0.16850 -1.52373
H -1.00274 1.23792 0.22675
```

Listed below, in e, are the natural (NBO) charges computed for each atom: -0.67 0.40 -0.51 0.17 0.04 -0.30 0.37 0.18 0.06 0.25



Computed, not measured: the molecule C3H4N2O, with wB97M-V/def2-TZVPD.

Results
LUMO ... 0.20 eV
Highest occupied orbital energy ... -8.97 eV
ΔE to the lowest compared entry with this formula, charge and spin ... 298.2 kJ/mol
E_tot ... -301.37366 a.u.
Frontier orbital gap ... 9.2 eV
SMILES string ... Oc1ccn[nH]1

```
10
C3H4N2O (wB97M-V/def2-TZVPD)
O -1.97742 -0.16769 -0.07592
C -0.70385 0.02097 -0.09820
C -0.00001 1.09335 0.05304
C 1.39814 0.65718 -0.00852
N 1.49520 -0.64976 -0.00242
N 0.24062 -1.00294 0.10049
H -2.34471 0.77179 0.49613
H -0.49141 2.08672 0.03957
H 2.28001 1.47767 -0.21981
H 0.05895 -2.05475 -0.07300
```

Listed below, in e, are the natural (NBO) charges computed for each atom: -0.63 0.41 -0.43 -0.03 -0.26 -0.38 0.50 0.21 0.21 0.40



Computed, not measured: the molecule C3H4N2O, with wB97M-V/def2-TZVPD.

Results
LUMO ... 0.92 eV
Highest occupied orbital energy ... -8.48 eV
ΔE to the lowest compared entry with this formula, charge and spin ... 169.0 kJ/mol
E_tot ... -301.42286 a.u.
Frontier orbital gap ... 9.4 eV
SMILES string ... Nc1ncco1

```
10
C3H4N2O (wB97M-V/def2-TZVPD)
N 1.97507 0.01618 -0.35446
C 0.63751 -0.13805 -0.09909
N -0.06140 0.97222 -0.04234
C -1.32385 0.58051 0.24647
C -1.51618 -0.73884 0.41789
O -0.03625 -1.27292 0.09707
H 2.24721 0.99409 -0.37979
H 2.70766 -0.66774 -0.31230
H -2.11288 1.31236 0.33307
H -2.46723 -1.21157 0.09631
```

Listed below, in e, are the natural (NBO) charges computed for each atom: -0.81 0.70 -0.58 -0.04 -0.06 -0.47 0.42 0.41 0.21 0.23



Computed, not measured: the molecule C3H4N2O, with wB97M-V/def2-TZVPD.

Results
LUMO (spin up / spin down) ... -0.60 / -0.60 eV
Highest occupied orbital energy (spin up / spin down) ... -10.15 / -10.14 eV
ΔE to the lowest compared entry with this formula, charge and spin ... 427.6 kJ/mol
E_tot ... -301.32435 a.u.
Frontier orbital gap (spin up / spin down) ... 9.5 / 9.5 eV

```
10
C3H4N2O (wB97M-V/def2-TZVPD)
C -1.45752 -0.17404 0.09025
C 0.04691 -0.37775 0.31390
N 0.69994 -1.22018 0.96949
O 2.49108 -0.53966 0.45034
N 2.16229 0.42554 -0.28003
C 0.92786 0.66748 -0.46380
H -1.71906 0.84345 0.40841
H -2.12988 -0.87773 0.59150
H -1.64082 -0.23284 -0.98999
H 0.60269 1.49830 -1.09994
```

Listed below, in e, are the natural (NBO) charges computed for each atom: -0.64 0.12 -0.14 -0.22 0.05 -0.12 0.24 0.24 0.24 0.23



Computed, not measured: a cluster of 2 separate species, C3H4N2O in total, with wB97M-V/def2-TZVPD.

Results
LUMO ... 0.41 eV
Highest occupied orbital energy ... -8.86 eV
ΔE to the lowest compared entry with this formula, charge and spin ... 555.3 kJ/mol
E_tot ... -301.27573 a.u.
Frontier orbital gap ... 9.3 eV
SMILES string ... NC#[N+][O-].C#C

```
10
C3H4N2O (wB97M-V/def2-TZVPD)
N -2.06030 -0.47179 -0.06953
C -0.83366 -1.03896 0.01563
N 0.16778 -1.60994 0.11110
O 1.27633 -2.12561 0.20666
H -2.30203 0.10517 0.72712
H -2.23048 0.00665 -0.94677
C 1.89066 0.83332 0.04825
C 1.12906 1.75768 -0.06897
H 2.48597 -0.05186 0.14975
H 0.47666 2.59534 -0.17324
```

Listed below, in e, are the natural (NBO) charges computed for each atom: -0.83 0.36 0.15 -0.49 0.40 0.40 -0.21 -0.29 0.26 0.23



Computed, not measured: a structure of composition C3H4N2O, with wB97M-V/def2-TZVPD.

Results
LUMO (spin up / spin down) ... 0.91 / 0.91 eV
Highest occupied orbital energy (spin up / spin down) ... -8.20 / -8.20 eV
ΔE to the lowest compared entry with this formula, charge and spin ... 613.3 kJ/mol
E_tot ... -301.25362 a.u.
Frontier orbital gap (spin up / spin down) ... 9.1 / 9.1 eV

```
10
C3H4N2O (wB97M-V/def2-TZVPD)
O -0.63432 -1.73096 1.18502
C 0.28361 -0.88795 0.70398
C -0.37692 1.04500 -0.08708
N 0.77082 1.23773 -0.73984
N 0.94454 0.07070 -1.32806
C -0.26014 -0.36553 -0.59406
H -0.31086 -2.03308 2.04563
H -0.83217 1.61680 0.70722
H 1.45943 1.98623 -0.74756
H -1.04306 -0.89663 -1.13735
```

Listed below, in e, are the natural (NBO) charges computed for each atom: -0.68 0.20 -0.12 -0.23 -0.25 -0.28 0.50 0.23 0.41 0.23



Computed, not measured: the molecule C3H4N2O, with wB97M-V/def2-TZVPD.

Results
LUMO (spin up / spin down) ... -1.31 / -1.44 eV
Highest occupied orbital energy (spin up / spin down) ... -8.48 / -8.09 eV
ΔE to the lowest compared entry with this formula, charge and spin ... 465.4 kJ/mol
E_tot ... -301.30996 a.u.
Frontier orbital gap (spin up / spin down) ... 7.2 / 6.6 eV

```
10
C3H4N2O (wB97M-V/def2-TZVPD)
C 0.64591 0.87943 0.38304
C 0.04837 0.32253 1.47100
C -0.17617 -0.64068 -1.19474
N 0.60562 0.48216 -0.85777
N -0.16957 -0.12448 2.55238
O -0.84168 -1.31399 -0.32128
H 1.19603 1.79850 0.56533
H -0.79899 -0.23316 -2.04002
H 0.56675 -1.24553 -1.78193
H -0.98562 -0.30988 3.09958
```

Listed below, in e, are the natural (NBO) charges computed for each atom: -0.23 0.60 0.03 -0.24 -0.55 -0.73 0.24 0.21 0.23 0.44



Computed, not measured: a cluster of 2 separate species, C3H4N2O in total, with wB97M-V/def2-TZVPD.

Results
LUMO ... 0.69 eV
Highest occupied orbital energy ... -9.36 eV
ΔE to the lowest compared entry with this formula, charge and spin ... 336.8 kJ/mol
E_tot ... -301.35895 a.u.
Frontier orbital gap ... 10.0 eV
SMILES string ... N=C=N.C#CO

```
10
C3H4N2O (wB97M-V/def2-TZVPD)
N 1.39561 0.46002 1.42637
C 1.17669 -0.37553 0.56887
N 0.88720 -1.30624 -0.19053
H 1.58508 1.41520 1.15418
H 1.69775 -1.84108 -0.48588
C -1.18371 1.38877 -0.22224
C -1.55284 0.29592 -0.56575
O -1.95627 -0.88898 -0.94448
H -0.85442 2.34596 0.10863
H -1.19509 -1.49403 -0.84916
```

Listed below, in e, are the natural (NBO) charges computed for each atom: -0.69 0.69 -0.79 0.40 0.40 -0.43 0.33 -0.66 0.24 0.52



Computed, not measured: the molecule C3H4N2O, with wB97M-V/def2-TZVPD.

Results
LUMO ... 0.28 eV
Highest occupied orbital energy ... -10.49 eV
ΔE to the lowest compared entry with this formula, charge and spin ... 179.2 kJ/mol
E_tot ... -301.41896 a.u.
Frontier orbital gap ... 10.8 eV
SMILES string ... N#C[C@H](N)C=O

```
10
C3H4N2O (wB97M-V/def2-TZVPD)
N -0.52538 -2.09013 1.02471
C -0.27121 -0.97595 0.86758
C -0.01251 0.32451 0.22773
N -1.18590 0.65924 -0.59015
C 1.39533 0.13038 -0.41377
O 1.97651 -0.91931 -0.32876
H 0.14060 1.16795 0.91370
H -1.91502 0.94346 0.06661
H -1.55328 -0.20579 -0.98642
H 1.91680 1.01862 -0.80883
```

Listed below, in e, are the natural (NBO) charges computed for each atom: -0.29 0.24 -0.25 -0.78 0.43 -0.47 0.24 0.37 0.37 0.13



Computed, not measured: the molecule C3H4N2O, with wB97M-V/def2-TZVPD.

Results
LUMO ... 0.76 eV
Highest occupied orbital energy ... -10.19 eV
ΔE to the lowest compared entry with this formula, charge and spin ... 116.3 kJ/mol
E_tot ... -301.44293 a.u.
Frontier orbital gap ... 11.0 eV
SMILES string ... CC(=O)N=C=N

```
10
C3H4N2O (wB97M-V/def2-TZVPD)
C -1.81429 0.05687 0.03205
C -0.39687 -0.36454 -0.15873
O -0.04039 -1.42912 -0.60997
N 0.52792 0.61192 0.26284
C 1.70581 0.27989 0.11674
N 2.82948 -0.12090 -0.03783
H -1.97173 0.29515 1.08862
H -2.45851 -0.75901 -0.29082
H -1.99929 0.96465 -0.55063
H 3.61787 0.46509 0.14774
```

Listed below, in e, are the natural (NBO) charges computed for each atom: -0.70 0.68 -0.57 -0.65 0.79 -0.69 0.24 0.24 0.24 0.42



Computed, not measured: the molecule C3H4N2O, with wB97M-V/def2-TZVPD.

Results
LUMO ... 0.86 eV
Highest occupied orbital energy ... -8.16 eV
ΔE to the lowest compared entry with this formula, charge and spin ... 89.0 kJ/mol
E_tot ... -301.45332 a.u.
Frontier orbital gap ... 9.0 eV
SMILES string ... O=c1[nH]cc[nH]1

```
10
C3H4N2O (wB97M-V/def2-TZVPD)
O -0.88004 -1.91988 -1.03056
C -0.37276 -0.89235 -0.53889
N -0.74384 -0.45951 0.69918
C -0.07850 0.67853 1.05101
C 0.74542 0.99214 0.01817
N 0.55944 0.01257 -0.96799
H -1.47595 -1.30779 0.83523
H -0.22457 1.18777 1.99239
H 1.44045 1.80900 -0.10889
H 1.02357 -0.03503 -1.86114
```

Listed below, in e, are the natural (NBO) charges computed for each atom: -0.69 0.72 -0.62 -0.07 -0.11 -0.58 0.48 0.23 0.23 0.42



Computed, not measured: a cluster of 2 separate species, C3H4N2O in total, with wB97M-V/def2-TZVPD.

Results
LUMO ... -0.30 eV
Highest occupied orbital energy ... -9.44 eV
ΔE to the lowest compared entry with this formula, charge and spin ... 484.5 kJ/mol
E_tot ... -301.30271 a.u.
Frontier orbital gap ... 9.1 eV

```
10
C3H4N2O (wB97M-V/def2-TZVPD)
N 0.16967 -1.25147 0.10200
C -0.95911 -1.05576 -0.40938
O -1.35666 0.21860 -0.80002
C -0.52175 1.13016 -1.27567
C 1.24508 1.50464 1.36614
N 1.38135 2.57904 1.76746
H 0.30229 -2.23217 0.33927
H -1.76615 -1.77019 -0.57332
H 0.46151 0.59885 -1.36589
H 1.10486 0.50042 0.99208
```

Listed below, in e, are the natural (NBO) charges computed for each atom: -0.67 0.40 -0.51 0.18 0.05 -0.31 0.38 0.18 0.06 0.25



Computed, not measured: the molecule C3H4N2O, with wB97M-V/def2-TZVPD.

Results
LUMO ... 0.32 eV
Highest occupied orbital energy ... -8.08 eV
ΔE to the lowest compared entry with this formula, charge and spin ... 446.6 kJ/mol
E_tot ... -301.31712 a.u.
Frontier orbital gap ... 8.4 eV
SMILES string ... Oc1cn[nH]c1

```
10
C3H4N2O (wB97M-V/def2-TZVPD)
O 1.59876 -0.15914 0.56438
C 0.71685 0.00076 -0.65324
C -0.03765 1.24855 -0.56136
N -1.18448 1.11241 0.04920
N -1.23956 -0.23141 0.38965
C -0.19939 -0.89223 -0.06545
H 2.19140 -0.89382 0.40453
H 0.19051 2.22677 -0.97592
H -1.83046 -0.50991 1.15744
H -0.01651 -1.94580 0.10691
```

Listed below, in e, are the natural (NBO) charges computed for each atom: -0.71 -0.12 0.02 -0.28 -0.37 0.15 0.47 0.21 0.41 0.21



Computed, not measured: the molecule C3H4N2O, with wB97M-V/def2-TZVPD.

Results
LUMO ... 0.87 eV
Highest occupied orbital energy ... -10.10 eV
ΔE to the lowest compared entry with this formula, charge and spin ... 228.4 kJ/mol
E_tot ... -301.40025 a.u.
Frontier orbital gap ... 11.0 eV
SMILES string ... Cc1conn1

```
10
C3H4N2O (wB97M-V/def2-TZVPD)
C 2.11002 0.00297 -0.02420
C 0.62697 0.03484 0.02455
C -0.24372 1.05375 0.02527
O -1.46774 0.58396 -0.03397
N -1.37658 -0.77720 0.01034
N -0.14349 -1.12134 0.00587
H 2.52004 1.01907 -0.18068
H 2.53863 -0.37414 0.96911
H 2.49356 -0.69402 -0.81917
H -0.12945 2.11778 0.03530
```

Listed below, in e, are the natural (NBO) charges computed for each atom: -0.64 0.02 0.09 -0.26 0.09 -0.20 0.23 0.23 0.24 0.22



Computed, not measured: the molecule C3H4N2O, with wB97M-V/def2-TZVPD.

Results
LUMO ... 0.42 eV
Highest occupied orbital energy ... -8.97 eV
ΔE to the lowest compared entry with this formula, charge and spin ... 466.5 kJ/mol
E_tot ... -301.30954 a.u.
Frontier orbital gap ... 9.4 eV

```
10
C3H4N2O (wB97M-V/def2-TZVPD)
C 1.22573 0.94372 0.30690
C 0.14878 -1.05209 -0.46227
C -1.16468 -1.32908 -0.58433
O -1.95602 -0.42701 0.03790
N -1.19289 0.49689 0.57315
N -0.00298 0.10455 0.27763
H 0.87623 1.88084 0.73260
H 1.93184 0.44356 0.96089
H 1.66369 1.08825 -0.65972
H -1.69352 -2.11623 -1.04838
```

Listed below, in e, are the natural (NBO) charges computed for each atom: -0.39 -0.22 0.00 -0.22 0.10 -0.15 0.21 0.23 0.24 0.21



Computed, not measured: the molecule C3H4N2O, with wB97M-V/def2-TZVPD.

Results
LUMO ... 0.64 eV
Highest occupied orbital energy ... -10.49 eV
ΔE to the lowest compared entry with this formula, charge and spin ... 199.6 kJ/mol
E_tot ... -301.41120 a.u.
Frontier orbital gap ... 11.1 eV
SMILES string ... [H]/N=C/OCC#N

```
10
C3H4N2O (wB97M-V/def2-TZVPD)
H 2.84284 -0.70435 0.70529
N 2.33159 -0.01318 0.16385
C 1.08825 -0.19462 0.21090
O 0.32791 0.69734 -0.49882
C -1.08665 0.70222 -0.58663
C -1.61170 -0.41919 0.20324
N -1.57841 -1.34808 0.89325
H 0.56672 -0.99555 0.76053
H -1.39722 0.61672 -1.63944
H -1.48332 1.65869 -0.21216
```

Listed below, in e, are the natural (NBO) charges computed for each atom: 0.35 -0.66 0.37 -0.49 -0.15 0.25 -0.30 0.17 0.23 0.23



Computed, not measured: a structure of composition C3H4N2O2, with wB97M-V/def2-TZVPD.

Results
LUMO ... 0.77 eV
Highest occupied orbital energy ... -8.67 eV
ΔE to the lowest compared entry with this formula, charge and spin ... 290.6 kJ/mol
E_tot ... -376.65310 a.u.
Frontier orbital gap ... 9.4 eV

```
11
C3H4N2O2 (wB97M-V/def2-TZVPD)
N 1.12559 1.45384 0.21738
C 0.47114 0.25829 0.06258
C 0.39073 -0.59339 -0.98707
O -0.31958 -1.76510 -0.56496
C -1.19971 -1.07397 0.20812
O -2.37223 -1.00470 0.03361
N -0.40850 -0.19313 1.07833
H 0.60536 2.14350 0.74293
H 1.51128 1.82929 -0.63779
H 0.17955 -0.36890 -2.01630
H 0.01637 -0.68573 1.86317
```

Listed below, in e, are the natural (NBO) charges computed for each atom: -0.79 0.31 -0.10 -0.51 0.90 -0.51 -0.69 0.39 0.39 0.21 0.39